Entry 1:
The following is a DFT calculation (the ωB97M-V functional and the def2-TZVPD basis) of 2 unconnected molecules or ions with the total composition CF3NOS at a distorted geometry.

Values from the calculation:
molecular weight = 131.1 u
Kohn-Sham gap = 12.5 eV
max |F| = 5.76 eV/Å
electronic energy = -23560.1379 eV
spin multiplicity = 1
LUMO level = 0.218 eV
HOMO level = -12.239 eV
relative energy (zero: lowest compared OMol25 entry of this formula, charge and spin) = 87.3 kJ/mol

Each line ends with the natural charge from an NBO analysis.
Atoms and positions in Å:
C1 -1.99 0.14 0.20  0.657
N1 -1.40 0.84 0.92  -0.425
O1 0.75 -0.45 -0.54  -0.863
F1 -2.44 -0.86 -0.44  -0.233
F2 2.93 0.56 -1.01  -0.502
F3 2.71 -0.71 1.03  -0.524
S1 1.73 0.29 0.06  1.890

=====

Entry 2:
The following is a DFT calculation (the ωB97M-V functional and the def2-TZVPD basis) of 7 unconnected molecules or ions with the total composition C8H22N11O14S at a distorted geometry.

Values from the calculation:
net charge = +1
molecular weight = 528.4 u
Kohn-Sham gap = 7.0 eV
max |F| = 1.81 eV/Å
electronic energy = -64514.9370 eV
spin multiplicity = 1
LUMO level = -5.497 eV
HOMO level = -12.486 eV

Each line ends with the natural charge from an NBO analysis.
Atoms and positions in Å:
N1 1.65 -2.03 2.32  -0.854
C1 0.69 -1.09 2.16  0.543
N2 -0.65 -1.29 2.30  -0.408
C2 -1.19 -0.11 2.09  0.250
S1 -2.89 0.32 2.14  0.109
N3 -0.27 0.83 1.81  -0.362
N4 0.92 0.19 1.85  0.108
O1 2.17 0.68 1.62  -0.287
N5 2.12 2.17 1.20  0.461
O2 2.22 2.83 2.13  -0.081
H1 2.15 -2.46 1.56  0.431
H2 1.89 -2.27 3.26  0.440
H3 -3.05 0.64 3.44  0.172
H4 -0.43 1.81 1.63  0.465
C3 -1.04 -0.38 -2.07  -0.480
N6 -2.33 -0.32 -1.34  0.532
O3 -3.06 0.63 -1.54  -0.384
O4 -2.57 -1.23 -0.57  -0.391
H5 -0.96 0.49 -2.71  0.236
H6 -0.25 -0.40 -1.33  0.231
H7 -1.04 -1.30 -2.65  0.249
C4 -3.64 4.19 5.54  -0.485
N7 -3.99 3.20 4.49  0.537
O5 -3.25 3.10 3.52  -0.417
O6 -4.99 2.54 4.65  -0.352
H8 -2.73 4.69 5.26  0.230
H9 -4.47 4.89 5.61  0.249
H10 -3.52 3.64 6.47  0.242
C5 -1.25 -4.86 3.26  -0.484
N8 -0.24 -4.69 4.35  0.542
O7 0.83 -4.18 4.05  -0.425
O8 -0.55 -5.06 5.45  -0.344
H11 -0.83 -4.48 2.34  0.230
H12 -1.46 -5.92 3.18  0.243
H13 -2.13 -4.30 3.55  0.240
C6 3.58 -1.13 -2.79  -0.482
N9 2.17 -1.00 -2.31  0.539
O9 1.68 0.11 -2.29  -0.403
O10 1.61 -2.02 -1.97  -0.386
H14 3.95 -0.15 -3.06  0.245
H15 4.16 -1.56 -1.98  0.238
H16 3.57 -1.79 -3.66  0.256
C7 7.63 -0.97 -5.69  -0.484
N10 6.36 -0.98 -4.92  0.540
O11 5.56 -0.09 -5.12  -0.376
O12 6.21 -1.90 -4.13  -0.393
H17 7.63 -0.10 -6.34  0.238
H18 8.45 -0.91 -4.97  0.241
H19 7.68 -1.89 -6.26  0.244
C8 -4.68 3.07 -2.84  -0.483
N11 -4.46 3.90 -4.06  0.533
O13 -3.63 4.78 -4.00  -0.381
O14 -5.13 3.63 -5.03  -0.369
H20 -4.02 3.42 -2.06  0.223
H21 -5.72 3.19 -2.55  0.236
H22 -4.47 2.04 -3.10  0.241